The following is a quantum chemistry calculation of a single C5H8N2O2 molecule in a non-equilibrium geometry, from the Open Molecules 2025 dataset.

Each line ends with the Löwdin charge.
Positions of all 17 atoms, in Å:
C1 1.765 1.644 0.434  -0.03
C2 -0.790 1.341 0.542  -0.19
C3 -1.059 -0.766 0.188  -0.39
C4 0.466 0.957 0.180  -0.26
N1 1.427 -1.219 -0.395  0.09
C5 -1.860 -0.714 -0.917  0.12
O1 -1.274 -1.732 1.152  0.05
N2 0.382 -0.431 0.101  -0.18
O2 -1.643 2.161 0.648  0.11
H1 -2.011 -2.301 0.890  0.11
H2 1.132 -2.189 -0.291  0.10
H3 1.614 -0.999 -1.372  0.08
H4 2.410 1.568 -0.446  0.08
H5 2.312 1.187 1.265  0.08
H6 1.590 2.697 0.667  0.09
H7 -1.627 -0.019 -1.714  0.08
H8 -2.834 -1.186 -0.933  0.07

The charge is 0. Its spin multiplicity is 1. The calculation puts the energy above the lowest of the compared OMol25 structures with the same formula, charge and spin at 580.57 kJ/mol. The SMILES is C=C(O)N(N)C(C)=C=O. As for the HOMO-LUMO gap (alpha / beta): 0.234 / 0.234 Ha. The calculation puts the HOMO energy (alpha / beta) at -6.7 / -6.7 eV. As for the maximum force: 4.3 eV/Å.

=====

The following is a quantum chemistry calculation of a single C2N2O4 molecule in a non-equilibrium geometry, from the Open Molecules 2025 dataset.

Each line ends with the Löwdin charge.
Positions of all 8 atoms, in Å:
C1 0.750 0.162 0.586  -0.30
C2 -0.477 0.789 0.376  -0.40
N1 0.222 -1.422 -1.124  0.03
N2 -0.922 -0.928 -1.445  0.19
O1 1.731 0.481 1.271  0.20
O2 0.861 -1.114 0.006  0.05
O3 -1.389 0.100 -0.373  0.02
O4 -0.776 1.931 0.703  0.20

The charge is 0. Its spin multiplicity is 1. The calculation puts the energy above the lowest of the compared OMol25 structures with the same formula, charge and spin at 246.23 kJ/mol. The SMILES is O=c1onnoc1=O. As for the HOMO-LUMO gap: 0.367 Ha. The calculation puts the HOMO energy at -12.1 eV. As for the maximum force: 7.9 eV/Å.

=====

The following is a quantum chemistry calculation of 2 unconnected molecules or ions with the total composition C7H18, from the Open Molecules 2025 dataset.

Each line ends with the Löwdin charge.
Positions of all 25 atoms, in Å:
C1 1.355 -0.997 0.136  -0.49
C2 1.641 -2.456 -0.214  -0.10
C3 1.298 -0.852 1.666  -0.09
C4 2.421 -0.108 -0.496  -0.09
H1 0.373 -0.683 -0.245  0.11
H2 1.002 -3.150 0.344  0.08
H3 2.670 -2.708 0.066  0.08
H4 0.306 -1.108 2.035  0.07
H5 2.014 -1.529 2.147  0.07
H6 1.693 0.109 2.002  0.07
H7 3.399 -0.598 -0.494  0.08
H8 2.126 0.142 -1.516  0.07
H9 2.551 0.817 0.072  0.07
H10 1.571 -2.685 -1.284  0.08
C5 -2.443 1.441 -0.875  -0.33
C6 -2.880 0.500 0.242  -0.12
C7 -1.348 2.429 -0.501  -0.12
H11 -2.128 0.924 -1.783  0.09
H12 -3.376 1.901 -1.223  0.10
H13 -3.609 -0.198 -0.170  0.07
H14 -1.356 2.827 0.511  0.07
H15 -0.379 1.995 -0.734  0.06
H16 -3.374 1.139 0.970  0.07
H17 -2.073 0.023 0.811  0.06
H18 -1.401 3.326 -1.119  0.06

The charge is 0. Its spin multiplicity is 1. The calculation puts the energy above the lowest of the compared OMol25 structures with the same formula, charge and spin at 37.89 kJ/mol. The SMILES is CC(C)C.CCC. As for the HOMO-LUMO gap: 0.448 Ha. The calculation puts the HOMO energy at -11.2 eV. As for the maximum force: 0.9 eV/Å.

=====

The following is a quantum chemistry calculation of a molecular structure, C3H4S in a non-equilibrium geometry, from the Open Molecules 2025 dataset.

Each line ends with the Löwdin charge.
Positions of all 8 atoms, in Å:
C1 0.542 -0.491 0.329  -0.29
C2 -0.617 -1.125 -0.025  -0.41
C3 0.026 0.902 0.291  -0.43
S1 -1.629 0.340 -0.233  0.76
H1 1.515 -0.727 0.761  0.09
H2 -0.745 -2.063 -0.559  0.07
H3 0.274 1.606 1.044  0.03
H4 0.633 1.559 -1.608  0.18

The charge is 0. Its spin multiplicity is 1. The calculation puts the energy above the lowest of the compared OMol25 structures with the same formula, charge and spin at 409.11 kJ/mol. As for the HOMO-LUMO gap: 0.280 Ha. The calculation puts the HOMO energy at -8.6 eV. As for the maximum force: 3.4 eV/Å.

=====

The following is a quantum chemistry calculation of a single C3H6N4O molecule in a non-equilibrium geometry, from the Open Molecules 2025 dataset.

Each line ends with the Löwdin charge.
Positions of all 14 atoms, in Å:
C1 -0.774 0.903 -0.042  -0.09
C2 0.724 1.233 -0.069  -0.38
C3 1.905 -1.135 -0.077  -0.27
H1 -2.927 -1.222 0.240  0.10
H2 -3.092 0.493 0.253  0.11
H3 -1.385 1.796 0.073  0.12
H4 2.622 0.850 -0.153  0.12
H5 2.911 -1.433 -0.106  0.09
H6 0.123 -1.647 0.070  0.00
N1 -2.624 -0.340 -0.167  0.03
N2 -1.287 -0.212 -0.020  -0.08
N3 1.793 0.305 -0.054  0.11
N4 1.051 -2.035 0.038  0.11
O1 0.958 2.443 0.014  0.04

The charge is 0. Its spin multiplicity is 1. The calculation puts the energy above the lowest of the compared OMol25 structures with the same formula, charge and spin at 210.05 kJ/mol. The SMILES is [H]/N=C\NC(=O)/C=N/N. As for the HOMO-LUMO gap: 0.380 Ha. The calculation puts the HOMO energy at -10.0 eV. As for the maximum force: 3.2 eV/Å.

=====

The following is a quantum chemistry calculation of a molecular structure, C20H33FeN6Si3 in a non-equilibrium geometry, from the Open Molecules 2025 dataset.

Each line ends with the Mulliken spin population.
Positions of all 63 atoms, in Å:
Fe1 0.084 -0.493 0.790  3.73
N1 2.604 -3.227 -1.628  0.00
C1 2.635 -2.128 -0.871  0.01
N2 1.407 -1.848 -0.483  0.05
C2 0.653 -2.838 -1.051  0.02
N3 1.356 -3.688 -1.754  0.00
C3 -0.793 -2.895 -0.911  0.03
C4 -1.531 -4.001 -1.428  0.42
N4 -2.822 -3.810 -1.698  -0.05
C5 -3.458 -2.801 -1.223  0.26
C6 -2.840 -1.966 -0.136  -0.01
N5 -1.385 -1.903 -0.306  0.30
H1 3.369 -3.691 -2.097  0.00
H2 3.527 -1.575 -0.624  0.00
H3 -1.070 -4.952 -1.655  0.01
H4 -4.416 -2.531 -1.655  -0.01
H5 -3.227 -0.948 -0.230  0.01
C7 2.647 -1.251 2.570  0.03
Si1 1.059 -1.234 3.613  -0.02
C8 1.370 -1.134 5.457  0.00
C9 0.120 -2.800 3.088  0.01
C10 0.035 0.253 2.989  0.06
Si2 -1.730 0.246 3.171  -0.03
C11 -2.728 -0.580 4.511  0.00
C12 -3.181 -2.489 1.267  0.06
C13 -2.810 1.077 1.878  0.04
Si3 0.851 1.961 2.894  -0.01
C14 2.728 2.011 2.921  0.00
C15 0.139 3.051 4.249  0.00
C16 0.356 2.588 1.158  -0.01
C17 0.359 3.936 0.816  0.00
C18 0.052 4.321 -0.481  0.00
C19 -0.254 3.344 -1.419  0.01
C20 -0.227 2.021 -1.019  0.03
N6 0.071 1.656 0.235  0.05
H6 2.926 -2.277 2.322  0.00
H7 3.492 -0.807 3.097  0.00
H8 2.519 -0.699 1.632  -0.01
H9 2.049 -1.924 5.785  0.00
H10 0.445 -1.238 6.028  0.00
H11 1.821 -0.176 5.723  0.00
H12 0.753 -3.680 3.216  0.00
H13 -0.164 -2.762 2.028  0.00
H14 -0.787 -2.977 3.671  0.00
H15 -2.472 -1.639 4.603  0.00
H16 -3.796 -0.501 4.311  0.00
H17 -2.531 -0.125 5.484  0.00
H18 -2.922 -3.544 1.354  0.00
H19 -2.618 -1.925 2.014  0.02
H20 -4.247 -2.374 1.461  0.00
H21 -2.838 2.163 2.009  0.00
H22 -3.839 0.718 1.929  0.00
H23 -2.424 0.894 0.874  -0.01
H24 3.136 1.536 3.815  0.00
H25 3.049 3.055 2.933  0.00
H26 3.178 1.541 2.046  0.00
H27 0.151 2.516 5.200  0.00
H28 -0.889 3.361 4.046  0.00
H29 0.736 3.956 4.383  0.00
H30 0.602 4.678 1.566  0.00
H31 0.053 5.366 -0.760  0.00
H32 -0.499 3.603 -2.439  0.00
H33 -0.450 1.222 -1.717  0.01

The charge is +2. Its spin multiplicity is 6. The calculation puts the energy above the lowest of the compared OMol25 structures with the same formula, charge and spin at 92.20 kJ/mol. As for the HOMO-LUMO gap (alpha / beta): 0.290 / 0.280 Ha. The calculation puts the HOMO energy (alpha / beta) at -13.9 / -14.9 eV. As for the maximum force: 1.1 eV/Å.

=====

What is the formula in the sixth record? C20H33FeN6Si3

=====

The highest energy above the lowest of the compared OMol25 structures with the same formula, charge and spin belongs to which entry? C5H8N2O2

=====

What is the formula in the fourth record? C3H4S

=====

Which value of maximum force does entry 5 give? 3.2 eV/Å